# 1
Density functional theory data (wB97M-V/def2-TZVPD) for 7 unconnected molecules or ions with the total composition C24H66ClN6O10 in a non-equilibrium geometry.

```
107
C24H66ClN6O10 (wB97M-V/def2-TZVPD)
Cl 9.810 -16.526 5.489
O 10.947 -16.008 6.192
O 9.139 -17.516 6.273
O 8.876 -15.537 5.172
O 10.279 -17.252 4.362
C 13.703 -15.534 8.961
C 14.401 -16.787 9.206
C 13.734 -17.976 8.449
O 12.661 -18.351 9.262
C 11.800 -19.200 8.501
N 15.795 -16.514 8.786
H 13.849 -15.098 7.973
H 14.030 -14.887 9.775
H 12.636 -15.493 9.179
H 14.366 -17.002 10.274
H 14.475 -18.775 8.419
H 13.459 -17.683 7.436
H 11.208 -19.878 9.116
H 12.391 -19.844 7.851
H 11.318 -18.550 7.770
H 16.112 -15.971 9.576
H 16.363 -17.344 8.696
C 9.570 -12.861 7.371
C 10.132 -12.406 5.961
C 10.309 -10.911 5.843
O 10.808 -10.431 4.581
C 10.823 -8.968 4.467
N 11.488 -12.942 5.891
H 9.438 -13.934 7.236
H 8.528 -12.544 7.356
H 10.145 -12.566 8.249
H 9.439 -12.709 5.176
H 11.086 -10.592 6.538
H 9.442 -10.326 6.149
H 11.212 -8.552 3.538
H 11.297 -8.635 5.391
H 9.776 -8.669 4.503
H 12.062 -12.512 6.602
H 11.371 -13.814 6.387
C 14.322 -16.561 4.887
C 14.163 -14.956 4.774
C 15.289 -14.247 4.009
O 14.875 -13.103 3.222
C 15.709 -12.921 2.095
N 12.916 -14.697 4.069
H 14.476 -17.097 3.951
H 13.393 -16.836 5.386
H 15.079 -16.907 5.590
H 13.970 -14.455 5.723
H 15.833 -14.971 3.402
H 16.038 -13.984 4.756
H 15.474 -11.941 1.681
H 15.502 -13.629 1.293
H 16.704 -12.996 2.534
H 13.110 -15.401 3.371
H 12.184 -15.180 4.569
C 12.007 -21.040 4.871
C 10.470 -21.138 4.522
C 9.576 -20.984 5.698
O 8.240 -20.719 5.338
C 7.461 -20.589 6.513
N 10.121 -20.421 3.321
H 12.410 -20.906 3.867
H 12.368 -21.932 5.383
H 12.122 -20.140 5.474
H 10.459 -22.170 4.171
H 9.974 -20.136 6.255
H 9.673 -21.945 6.202
H 7.660 -19.678 7.077
H 7.580 -21.442 7.181
H 6.400 -20.517 6.273
H 10.006 -19.509 3.738
H 10.879 -20.344 2.658
C 7.625 -16.040 10.966
C 8.195 -17.435 10.656
C 7.746 -18.475 11.692
O 8.382 -18.137 12.927
C 8.491 -19.228 13.886
N 7.659 -17.844 9.379
H 8.014 -15.277 10.292
H 7.881 -15.784 11.994
H 6.547 -16.055 10.810
H 9.277 -17.563 10.690
H 8.008 -19.487 11.380
H 6.683 -18.338 11.891
H 7.584 -19.811 14.044
H 8.805 -18.741 14.809
H 9.291 -19.850 13.483
H 6.731 -17.445 9.386
H 8.169 -17.598 8.544
C 5.680 -17.520 4.121
C 6.658 -17.931 3.027
C 7.167 -16.764 2.094
O 7.510 -17.366 0.830
C 8.256 -16.602 -0.032
N 7.751 -18.716 3.563
H 4.925 -16.830 3.744
H 6.272 -16.991 4.868
H 5.151 -18.272 4.706
H 6.234 -18.698 2.380
H 8.035 -16.222 2.471
H 6.380 -16.015 2.011
H 8.506 -17.079 -0.980
H 9.129 -16.216 0.493
H 7.649 -15.774 -0.398
H 8.547 -18.105 3.452
H 7.694 -18.693 4.572
```

HOMO energy in eV: -5.5
Total energy in eV: -67883.91539
Orbital gap in eV: 8.0
Energy above the lowest of the compared OMol25 structures with the same formula, charge and spin in kJ/mol: 491.20
Net charge: -1



# 2
Density functional theory data (wB97M-V/def2-TZVPD) for 7 unconnected molecules or ions with the total composition C24H66N4O7 in a non-equilibrium geometry.

```
101
C24H66N4O7 (wB97M-V/def2-TZVPD)
C 1.550 -5.734 6.005
O 2.015 -4.396 6.222
C 1.459 -3.498 5.259
C 2.103 -2.161 5.498
C 1.579 -1.150 4.456
N 3.533 -2.230 5.391
H 1.861 -6.050 4.934
H 0.464 -5.773 6.075
H 1.941 -6.387 6.758
H 1.805 -3.789 4.263
H 0.349 -3.486 5.233
H 1.778 -1.889 6.545
H 1.571 -1.554 3.447
H 2.123 -0.213 4.412
H 0.520 -0.945 4.672
H 3.997 -1.313 5.319
H 3.990 -2.855 6.036
C -0.850 4.437 -0.853
O -0.123 3.277 -1.273
C 1.324 3.293 -1.214
C 1.913 4.284 -2.153
C 1.914 3.908 -3.619
N 3.303 4.607 -1.851
H -0.532 5.354 -1.361
H -0.720 4.658 0.231
H -1.886 4.253 -0.985
H 1.519 3.431 -0.164
H 1.651 2.335 -1.419
H 1.314 5.167 -2.023
H 2.016 4.760 -4.286
H 0.940 3.340 -3.816
H 2.789 3.316 -3.886
H 3.501 4.721 -0.892
H 3.950 3.895 -2.205
C -2.269 -1.548 -4.024
O -2.645 -0.348 -4.610
C -1.714 0.080 -5.583
C -2.097 1.481 -5.967
C -1.227 2.069 -7.089
N -1.891 2.353 -4.825
H -3.048 -1.879 -3.392
H -1.342 -1.436 -3.491
H -2.109 -2.307 -4.809
H -0.743 0.123 -5.017
H -1.644 -0.706 -6.332
H -3.130 1.488 -6.277
H -1.462 3.150 -7.223
H -1.344 1.662 -8.104
H -0.158 2.149 -6.749
H -2.154 1.931 -3.930
H -2.264 3.297 -4.950
C -2.001 -2.819 -0.632
O -1.438 -3.075 0.605
C -2.422 -3.219 1.604
C -1.690 -3.691 2.829
C -1.089 -5.099 2.628
N -2.673 -3.705 3.970
H -2.742 -1.987 -0.618
H -2.507 -3.735 -1.006
H -1.279 -2.590 -1.384
H -2.789 -2.245 1.899
H -3.259 -3.857 1.257
H -0.900 -2.963 3.037
H -0.431 -5.352 3.447
H -0.535 -5.226 1.717
H -1.919 -5.789 2.570
H -2.570 -2.865 4.533
H -2.588 -4.505 4.595
C -2.384 3.493 3.473
C -1.018 2.935 3.832
C 0.102 3.316 2.816
O -0.741 3.406 5.168
H -2.704 3.211 2.480
H -2.370 4.597 3.598
H -3.079 3.026 4.140
H -1.098 1.823 3.949
H -0.109 2.915 1.833
H 0.989 2.768 3.048
H 0.265 4.356 2.615
H -0.855 4.358 5.260
C 1.462 -1.476 -2.717
C 2.664 -0.771 -3.351
C 2.299 -0.179 -4.703
O 3.073 0.297 -2.440
H 1.760 -1.984 -1.826
H 1.117 -2.221 -3.455
H 0.637 -0.759 -2.588
H 3.518 -1.442 -3.473
H 3.143 0.238 -5.236
H 1.530 0.573 -4.625
H 1.889 -1.018 -5.268
H 3.160 -0.101 -1.570
C 0.350 0.253 0.672
C -1.043 0.454 0.154
O -1.146 0.517 -1.265
H 0.324 0.278 1.790
H 0.955 1.146 0.337
H 0.753 -0.691 0.329
H -1.586 1.268 0.710
H -1.643 -0.413 0.476
H -0.803 1.378 -1.599
```

HOMO energy in eV: -8.9
Total energy in eV: -46247.78674
Orbital gap in eV: 9.5